[1]
184
Properties=species:S:1:pos:R:3:mulliken_spin:R:1 method="wB97M-V/def2-TZVPD" e_lumo_ev="3.2829 / 3.2828" total_charge=-2 spin_multiplicity=2 homo_ev="-0.23 / -2.66" de_lowest_kj_mol=0.0
K 0.004 -0.151 -1.481 -0.009
C 3.311 3.430 0.319 0.000
C 1.903 3.198 -0.216 0.035
C 1.283 4.499 -0.711 -0.013
C 1.029 2.580 0.874 -0.028
O 1.918 2.243 -1.266 -0.074
Si 2.878 2.116 -2.618 0.021
S 2.097 0.739 -3.886 -0.005
O 3.003 3.691 -3.126 -0.014
C 3.902 4.311 -4.021 0.002
C 3.167 5.532 -4.564 0.001
C 5.147 4.741 -3.249 0.000
C 4.277 3.375 -5.166 0.000
O 4.439 1.815 -2.089 0.001
C 5.050 0.589 -1.736 -0.001
C 6.228 0.955 -0.833 0.000
C 4.089 -0.327 -0.984 -0.001
C 5.538 -0.090 -3.010 0.000
H 3.275 4.153 1.137 -0.001
H 3.965 3.814 -0.465 0.001
H 3.741 2.496 0.688 0.000
H 0.994 5.126 0.135 0.002
H 0.386 4.273 -1.285 0.020
H 1.974 5.046 -1.354 0.001
H 0.995 3.202 1.771 -0.003
H 1.434 1.600 1.137 -0.006
H 0.004 2.447 0.519 0.060
H 2.823 6.153 -3.735 0.000
H 2.294 5.219 -5.135 0.001
H 3.821 6.126 -5.205 0.000
H 4.870 5.443 -2.460 0.000
H 5.863 5.229 -3.916 0.000
H 5.614 3.872 -2.790 0.000
H 3.378 2.991 -5.644 0.001
H 4.842 2.520 -4.795 0.000
H 4.886 3.907 -5.902 0.000
H 5.865 1.411 0.088 0.000
H 6.874 1.672 -1.342 0.000
H 6.813 0.068 -0.577 0.000
H 3.654 0.200 -0.132 0.001
H 4.625 -1.202 -0.611 0.000
H 3.284 -0.652 -1.642 0.000
H 6.253 0.554 -3.526 0.000
H 4.688 -0.275 -3.669 0.000
H 6.028 -1.039 -2.777 0.000
C -3.592 -5.689 -5.631 0.000
C -2.087 -5.396 -5.694 0.000
C -1.791 -4.590 -6.966 0.000
C -1.351 -6.733 -5.795 0.000
C -1.663 -4.589 -4.470 0.000
C -2.287 -3.373 -4.190 -0.002
C -1.899 -2.638 -3.099 0.008
Br -2.806 -0.991 -2.754 0.011
C -0.883 -3.016 -2.165 -0.001
O -0.638 -2.296 -1.136 -0.004
C -0.208 -4.227 -2.512 0.001
C -0.641 -4.968 -3.610 0.000
C 0.950 -4.807 -1.686 0.000
C 2.047 -5.363 -2.610 0.000
C 1.647 -3.798 -0.769 0.000
C 0.409 -5.947 -0.810 0.000
H -3.902 -6.289 -6.491 0.000
H -4.176 -4.769 -5.633 0.000
H -3.837 -6.236 -4.719 0.000
H -2.113 -5.136 -7.858 0.000
H -0.723 -4.386 -7.049 0.000
H -2.308 -3.630 -6.950 0.000
H -1.708 -7.283 -6.670 0.000
H -1.523 -7.350 -4.912 0.000
H -0.275 -6.590 -5.907 0.000
H -3.070 -2.983 -4.827 0.000
H -0.133 -5.901 -3.806 0.000
H 2.397 -4.588 -3.293 0.000
H 1.710 -6.211 -3.205 0.000
H 2.896 -5.701 -2.010 0.000
H 2.066 -2.962 -1.332 0.000
H 2.472 -4.312 -0.265 0.000
H 0.963 -3.381 -0.036 0.000
H -0.049 -6.727 -1.421 0.000
H -0.351 -5.568 -0.125 0.000
H 1.213 -6.397 -0.219 0.000
C -0.474 4.022 -4.108 0.042
Ge -2.411 3.926 -3.738 0.221
C -3.088 5.700 -4.395 0.146
C -3.056 2.646 -5.114 0.018
Ge -2.775 2.924 -1.241 0.274
C -2.192 4.447 -0.083 0.040
C -1.921 4.269 1.274 -0.008
C -1.498 5.319 2.080 -0.006
C -1.343 6.589 1.544 0.012
C -1.616 6.792 0.198 0.013
C -2.032 5.735 -0.599 -0.057
C -4.773 3.194 -1.125 -0.005
C -5.399 3.294 0.119 0.007
C -6.771 3.453 0.237 -0.006
C -7.567 3.511 -0.901 0.012
C -6.969 3.411 -2.148 0.007
C -5.590 3.258 -2.250 0.005
H -0.325 4.500 -5.080 0.002
H -0.017 3.030 -4.131 -0.007
H 0.063 4.601 -3.358 -0.010
H -2.938 5.767 -5.476 -0.014
H -2.533 6.511 -3.923 -0.013
H -4.148 5.834 -4.177 0.008
H -2.688 2.971 -6.090 0.004
H -4.141 2.570 -5.162 -0.003
H -2.652 1.655 -4.906 -0.013
H -2.026 3.278 1.702 0.023
H -1.281 5.140 3.128 0.000
H -1.011 7.411 2.167 0.002
H -1.495 7.778 -0.237 0.000
H -2.231 5.915 -1.648 0.019
H -4.794 3.241 1.018 -0.002
H -7.224 3.533 1.219 0.000
H -8.641 3.630 -0.815 0.002
H -7.575 3.448 -3.046 0.000
H -5.146 3.181 -3.234 0.006
C -2.916 -1.806 1.539 0.010
C -3.946 -0.698 1.289 0.033
C -5.041 -1.204 0.341 0.005
C -4.594 -0.266 2.610 0.009
C -3.284 0.472 0.686 0.046
C -2.800 1.475 0.195 0.182
H -3.414 -2.709 1.906 -0.001
H -2.202 -1.481 2.298 -0.004
H -2.362 -2.044 0.629 0.002
H -5.557 -2.055 0.795 0.000
H -4.611 -1.520 -0.606 -0.002
H -5.768 -0.414 0.141 0.001
H -5.123 -1.110 3.063 0.002
H -5.305 0.542 2.437 -0.002
H -3.836 0.083 3.314 -0.005
C 0.417 -2.477 2.935 0.000
C 1.187 -2.832 4.196 0.000
As 0.329 -4.297 5.189 0.000
C -1.247 -3.265 5.706 0.000
C -2.495 -3.707 5.283 0.000
C -3.637 -2.970 5.569 0.000
C -3.534 -1.783 6.278 0.000
C -2.289 -1.331 6.697 0.000
C -1.151 -2.070 6.415 0.000
C 1.309 -4.100 6.874 0.000
C 0.749 -4.654 8.026 0.000
C 1.399 -4.567 9.246 0.000
C 2.633 -3.933 9.332 0.000
C 3.205 -3.390 8.192 0.000
C 2.546 -3.471 6.970 0.000
P 0.831 -0.851 2.141 -0.002
C 0.281 0.280 3.479 0.001
C -0.937 0.915 3.227 -0.003
C -1.507 1.759 4.169 -0.001
C -0.858 1.995 5.372 0.000
C 0.362 1.382 5.627 0.000
C 0.927 0.531 4.688 0.000
C 2.663 -0.836 2.293 0.000
C 3.379 0.329 2.568 -0.001
C 4.767 0.332 2.566 0.000
C 5.468 -0.830 2.282 0.000
C 4.769 -1.989 1.977 0.000
C 3.384 -1.988 1.975 0.000
H -0.654 -2.397 3.142 0.001
H 0.515 -3.251 2.168 0.000
H 1.239 -1.976 4.872 0.000
H 2.208 -3.138 3.962 0.000
H -2.577 -4.627 4.715 0.000
H -4.602 -3.313 5.220 0.000
H -4.420 -1.197 6.482 0.000
H -2.201 -0.392 7.228 0.000
H -0.183 -1.703 6.736 0.000
H -0.216 -5.147 7.969 0.000
H 0.943 -4.993 10.131 0.000
H 3.143 -3.862 10.284 0.000
H 4.166 -2.894 8.249 0.000
H 3.009 -3.034 6.095 0.000
H -1.435 0.775 2.270 0.003
H -2.448 2.246 3.946 0.000
H -1.290 2.670 6.100 0.000
H 0.881 1.569 6.559 0.000
H 1.881 0.066 4.904 0.000
H 2.852 1.254 2.766 0.001
H 5.298 1.253 2.767 0.000
H 6.551 -0.825 2.269 0.000
H 5.302 -2.896 1.719 0.000
H 2.857 -2.894 1.706 0.000

***

[2]
260
Properties=species:S:1:pos:R:3:lowdin_charge:R:1 method="wB97M-V/def2-TZVPD" e_lumo_ev=-9.8241 total_charge=+6 homo_ev=-18.34
C 1.117 -2.154 1.063 -0.652
F 2.279 -2.770 0.883 0.136
F 0.160 -2.988 0.665 0.119
F 1.015 -1.887 2.380 0.105
S 0.910 -0.569 0.003 0.631
O 0.547 -1.113 -1.319 -0.330
O -0.158 0.192 0.632 -0.334
N 2.353 0.203 0.279 -0.283
S 2.827 0.560 -1.193 0.575
O 3.676 -0.482 -1.702 -0.270
O 1.850 1.129 -2.090 -0.306
C 3.994 1.960 -0.691 -0.685
F 4.745 1.624 0.342 0.157
F 4.698 2.185 -1.764 0.186
F 3.254 3.023 -0.359 0.109
C 0.383 -2.059 5.520 -0.078
C -0.235 -2.581 6.826 -0.217
C -0.660 -1.470 7.797 -0.109
N -1.115 -2.018 9.151 -0.256
C -1.851 -3.349 9.095 -0.107
C -3.212 -3.193 8.482 -0.147
C -4.077 -2.037 9.060 -0.148
C -3.281 -0.743 9.312 -0.157
C -1.913 -1.010 9.938 -0.113
C 0.183 -2.212 9.942 0.040
H 0.731 -2.913 4.945 0.074
H 1.220 -1.403 5.761 0.054
H -0.349 -1.467 4.969 0.078
H 0.475 -3.247 7.322 0.110
H -1.070 -3.239 6.586 0.105
H -1.522 -0.987 7.330 0.120
H -0.006 -0.635 8.041 0.134
H -1.142 -4.090 8.734 0.132
H -1.972 -3.622 10.148 0.149
H -3.081 -2.938 7.425 0.104
H -3.820 -4.094 8.526 0.134
H -4.842 -1.864 8.305 0.118
H -4.584 -2.311 9.985 0.126
H -3.191 -0.193 8.370 0.103
H -3.784 0.011 9.919 0.132
H -1.353 -0.108 10.185 0.145
H -2.098 -1.433 10.928 0.146
H 0.798 -2.976 9.474 0.107
H -0.091 -2.456 10.964 0.121
H 0.744 -1.284 9.864 0.109
C -2.654 -1.822 -2.295 -0.076
C -4.030 -2.121 -2.910 -0.234
C -5.002 -2.767 -1.947 -0.124
N -6.367 -3.107 -2.573 -0.258
C -6.212 -4.378 -3.437 -0.084
C -7.551 -4.935 -4.005 -0.128
C -8.510 -5.228 -2.850 -0.172
C -8.632 -4.052 -1.913 -0.164
C -7.288 -3.504 -1.427 -0.120
C -6.966 -1.984 -3.411 0.051
H -1.869 -1.496 -2.982 0.046
H -2.254 -2.718 -1.813 0.080
H -2.713 -1.047 -1.528 0.076
H -3.889 -2.751 -3.793 0.109
H -4.455 -1.224 -3.366 0.104
H -5.184 -2.098 -1.104 0.136
H -4.580 -3.692 -1.555 0.133
H -5.681 -5.095 -2.811 0.135
H -5.502 -4.124 -4.224 0.122
H -7.259 -5.843 -4.533 0.130
H -8.074 -4.310 -4.728 0.123
H -8.181 -6.125 -2.316 0.128
H -9.514 -5.559 -3.120 0.133
H -9.148 -4.306 -0.985 0.137
H -9.090 -3.123 -2.257 0.115
H -6.782 -4.292 -0.867 0.140
H -7.434 -2.593 -0.849 0.135
H -7.970 -2.339 -3.624 0.090
H -6.402 -1.927 -4.335 0.114
H -7.079 -1.129 -2.750 0.118
C 2.621 6.348 -1.926 -0.081
C 3.677 6.499 -0.805 -0.209
C 3.318 7.583 0.240 -0.127
N 4.401 7.955 1.234 -0.240
C 3.972 9.288 1.907 -0.075
C 4.795 9.608 3.146 -0.145
C 4.833 8.428 4.117 -0.191
C 5.304 7.134 3.495 -0.159
C 4.557 6.795 2.204 -0.128
C 5.783 8.149 0.575 0.059
H 2.623 7.181 -2.624 0.090
H 1.624 6.187 -1.508 0.060
H 2.853 5.423 -2.455 0.078
H 4.518 6.852 -1.405 0.112
H 3.960 5.540 -0.375 0.092
H 2.395 7.389 0.785 0.128
H 3.174 8.517 -0.306 0.137
H 2.931 9.104 2.176 0.134
H 4.012 10.027 1.110 0.142
H 4.361 10.443 3.693 0.135
H 5.800 9.894 2.831 0.119
H 3.894 8.409 4.679 0.121
H 5.507 8.621 4.955 0.129
H 5.070 6.307 4.170 0.113
H 6.391 7.183 3.427 0.131
H 3.570 6.411 2.472 0.119
H 5.021 5.933 1.723 0.127
H 5.638 8.657 -0.381 0.116
H 6.107 7.171 0.227 0.107
H 6.474 8.695 1.205 0.109
C 4.600 -0.571 4.097 -0.075
C 3.584 0.378 4.730 -0.204
C 3.228 1.463 3.645 -0.119
N 2.081 2.366 4.050 -0.239
C 0.849 1.538 4.454 -0.085
C -0.421 2.395 4.472 -0.148
C -0.620 3.317 3.240 -0.169
C 0.643 4.112 2.983 -0.180
C 1.854 3.240 2.773 -0.085
C 2.483 3.306 5.179 0.060
H 4.305 -1.044 3.159 0.076
H 4.941 -1.337 4.791 0.086
H 5.479 0.024 3.838 0.090
H 3.979 0.821 5.645 0.112
H 2.683 -0.143 5.050 0.063
H 2.955 0.805 2.817 0.106
H 4.047 2.066 3.258 0.139
H 0.779 0.829 3.627 0.131
H 1.015 0.997 5.380 0.112
H -1.305 1.755 4.510 0.118
H -0.528 3.043 5.345 0.116
H -0.766 2.676 2.365 0.108
H -1.488 3.956 3.384 0.121
H 0.484 4.711 2.083 0.122
H 0.791 4.821 3.801 0.115
H 1.693 2.553 1.940 0.124
H 2.816 3.730 2.642 0.119
H 2.750 2.636 5.994 0.106
H 1.623 3.856 5.545 0.101
H 3.304 3.862 4.737 0.110
C 0.370 -6.871 -2.598 -0.082
C 0.316 -7.868 -1.433 -0.202
C -0.083 -7.302 -0.061 -0.121
N 0.285 -8.246 1.069 -0.270
C -0.391 -7.741 2.346 -0.086
C 0.199 -6.411 2.798 -0.166
C 1.701 -6.379 2.917 -0.173
C 2.400 -6.927 1.686 -0.145
C 1.816 -8.272 1.248 -0.081
C -0.186 -9.660 0.814 0.034
H 1.240 -6.221 -2.463 0.043
H -0.496 -6.240 -2.791 0.081
H 0.642 -7.389 -3.519 0.093
H 1.330 -8.263 -1.386 0.111
H -0.439 -8.617 -1.672 0.118
H -1.165 -7.178 0.007 0.138
H 0.345 -6.318 0.111 0.112
H -1.429 -7.710 2.019 0.135
H -0.235 -8.562 3.045 0.140
H -0.062 -5.658 2.053 0.100
H -0.368 -6.190 3.704 0.127
H 1.960 -5.325 3.023 0.113
H 2.037 -6.960 3.778 0.133
H 2.375 -6.258 0.823 0.104
H 3.464 -7.069 1.876 0.135
H 2.203 -8.763 0.356 0.126
H 1.998 -9.077 1.965 0.147
H 0.411 -10.163 0.060 0.118
H -1.235 -9.617 0.524 0.120
H -0.149 -10.181 1.769 0.115
C -0.667 4.493 -3.096 -0.079
C -0.024 3.223 -3.653 -0.229
C -0.566 2.695 -4.983 -0.104
N -0.067 1.311 -5.419 -0.230
C -0.589 1.098 -6.852 -0.077
C 0.031 -0.158 -7.493 -0.164
C 1.542 -0.152 -7.410 -0.187
C 2.096 0.101 -6.028 -0.151
C 1.445 1.315 -5.361 -0.078
C -0.650 0.263 -4.493 0.018
H -0.621 4.417 -2.011 0.057
H -1.719 4.484 -3.386 0.059
H -0.084 5.336 -3.460 0.083
H -0.204 2.442 -2.909 0.076
H 1.052 3.392 -3.638 0.114
H -0.276 3.388 -5.774 0.141
H -1.653 2.605 -4.981 0.130
H -0.249 1.903 -7.500 0.147
H -1.649 0.862 -6.799 0.132
H -0.256 -0.193 -8.543 0.135
H -0.370 -1.036 -6.981 0.097
H 1.988 0.573 -8.098 0.135
H 1.873 -1.121 -7.790 0.124
H 3.178 0.012 -5.934 0.107
H 1.828 -0.843 -5.525 0.093
H 1.783 2.211 -5.887 0.155
H 1.768 1.428 -4.333 0.102
H -0.328 0.334 -3.457 0.087
H -0.295 -0.678 -4.907 0.078
H -1.724 0.285 -4.678 0.103
C -2.550 2.500 -0.853 -0.082
C -3.907 3.243 -0.691 -0.196
C -3.831 4.645 -1.281 -0.122
N -5.179 5.389 -1.244 -0.257
C -4.893 6.853 -1.620 -0.116
C -6.132 7.698 -1.686 -0.149
C -7.171 7.045 -2.605 -0.164
C -7.519 5.590 -2.234 -0.129
C -6.202 4.797 -2.157 -0.124
C -5.728 5.396 0.186 0.034
H -2.265 2.095 -1.826 0.065
H -2.647 1.645 -0.182 0.069
H -1.666 3.066 -0.559 0.067
H -3.985 3.335 0.394 0.106
H -4.753 2.648 -1.024 0.107
H -3.575 4.706 -2.340 0.111
H -3.118 5.330 -0.823 0.136
H -4.443 6.692 -2.604 0.139
H -4.112 7.304 -1.007 0.142
H -5.679 8.561 -2.180 0.138
H -6.568 7.970 -0.728 0.124
H -6.931 7.134 -3.665 0.128
H -8.123 7.569 -2.504 0.128
H -8.146 5.167 -3.014 0.132
H -7.980 5.577 -1.247 0.116
H -5.734 4.816 -3.146 0.141
H -6.299 3.733 -1.943 0.121
H -6.188 4.418 0.311 0.109
H -6.510 6.135 0.327 0.099
H -4.970 5.576 0.945 0.115
C 0.394 -3.734 -5.022 -0.069
C 1.479 -3.604 -3.963 -0.235
C 2.778 -4.336 -4.262 -0.112
N 3.982 -3.896 -3.430 -0.235
C 4.461 -2.460 -3.752 -0.084
C 5.149 -2.321 -5.136 -0.140
C 6.309 -3.293 -5.293 -0.180
C 5.887 -4.683 -4.959 -0.169
C 5.196 -4.826 -3.614 -0.082
C 3.627 -3.912 -1.950 0.014
H 0.233 -4.771 -5.313 0.085
H 0.623 -3.102 -5.884 0.067
H -0.559 -3.284 -4.733 0.061
H 1.185 -4.063 -3.015 0.082
H 1.670 -2.567 -3.679 0.095
H 3.078 -4.285 -5.309 0.131
H 2.668 -5.409 -4.090 0.121
H 3.608 -1.804 -3.913 0.102
H 5.043 -2.172 -2.883 0.123
H 4.427 -2.477 -5.945 0.117
H 5.491 -1.297 -5.297 0.106
H 6.682 -3.206 -6.312 0.135
H 7.085 -2.940 -4.608 0.136
H 5.138 -4.977 -5.705 0.118
H 6.718 -5.371 -5.105 0.138
H 4.769 -5.826 -3.551 0.132
H 5.860 -4.504 -2.813 0.141
H 3.315 -4.935 -1.749 0.098
H 2.834 -3.172 -1.853 0.077
H 4.472 -3.527 -1.387 0.113
B 5.714 1.285 -4.614 -1.266
F 5.460 0.433 -3.507 0.075
F 4.592 1.276 -5.468 0.085
F 5.867 2.568 -4.103 0.114
F 6.825 0.814 -5.317 0.125

***

no.,strongest force on any atom (eV Å⁻¹)
1,1.99
2,3.71